No. 1
A cluster of 2 separate species, C24H31OSi in total in a non-equilibrium geometry, computed with wB97M-V/def2-TZVPD.

```
! wB97M-V def2-TZVPD RIJCOSX def2/J DEFGRID3
* xyz 1 1
C 2.806 -0.521 3.856
Si 1.371 -0.490 2.676
C 1.734 0.522 1.154
C 0.736 -2.202 2.301
O 0.178 0.351 3.575
C -1.016 0.686 3.109
C -2.028 1.130 3.929
C -3.314 1.247 3.337
C -4.453 1.516 4.021
H 3.673 -1.013 3.393
H 3.095 0.497 4.148
H 2.542 -1.076 4.766
H 2.520 0.031 0.563
H 0.851 0.642 0.515
H 2.092 1.522 1.433
H 1.491 -2.764 1.734
H 0.532 -2.753 3.229
H -0.188 -2.185 1.708
H -1.170 0.557 2.034
H -1.870 1.329 4.993
H -3.331 1.067 2.257
H -5.401 1.594 3.495
H -4.430 1.654 5.100
C -7.042 8.804 6.088
C -6.043 7.742 5.744
C -6.023 7.193 4.452
C -5.082 6.236 4.101
C -4.107 5.783 5.036
C -3.087 4.869 4.634
C -2.163 4.296 5.507
C -0.950 3.733 5.113
C 0.068 3.355 6.051
C 1.448 3.357 5.700
C 2.423 3.069 6.644
C 2.072 2.734 7.962
C 3.128 2.406 8.974
C 0.719 2.721 8.320
C -0.269 3.020 7.392
C -4.159 6.331 6.354
C -5.114 7.284 6.691
H -6.915 9.128 7.126
H -6.933 9.683 5.439
H -8.071 8.443 5.962
H -6.758 7.539 3.722
H -5.055 5.824 3.089
H -3.032 4.596 3.579
H -2.404 4.305 6.575
H -0.707 3.697 4.048
H 1.718 3.630 4.675
H 3.482 3.113 6.375
H 2.660 2.131 9.925
H 3.746 1.564 8.639
H 3.806 3.249 9.158
H 0.446 2.481 9.350
H -1.323 2.996 7.682
H -3.413 6.021 7.088
H -5.142 7.698 7.702
*
```

Computed properties:
- orbital gap (eV) = 5.10
- energy above the lowest of the compared OMol25 structures with the same formula, charge and spin (eV) = 0.494
- F_max (eV Å⁻¹) = 2.2
- electronic energy (Eh) = -1297.62659
- LUMO level (eV) = -5.157

---

No. 2
A structure of composition C24H32B2CrF2NO28S2 in a non-equilibrium geometry, computed with wB97M-V/def2-TZVPD.

```
! wB97M-V def2-TZVPD RIJCOSX def2/J DEFGRID3
* xyz 0 6
Cr 0.104 -0.206 -0.750
O 4.317 -7.207 -0.122
C 3.129 -6.893 -0.191
O 2.557 -6.233 -1.212
B 1.146 -5.831 -0.758
O 0.870 -6.768 0.413
C 2.049 -7.298 0.855
O 2.280 -7.889 1.896
O 0.191 -6.028 -1.849
C -0.331 -4.847 -2.161
O -1.139 -4.597 -3.080
C 0.262 -3.801 -1.161
O 1.060 -4.396 -0.412
O -0.094 -2.636 -1.064
O 0.930 1.626 0.631
C 1.108 2.229 1.697
O 0.213 2.480 2.626
B 0.865 3.151 3.751
O 2.317 3.183 3.464
C 2.508 2.757 2.204
O 3.502 2.721 1.549
O 0.420 4.568 3.917
C -0.194 4.709 5.093
O -0.935 5.610 5.438
C -0.180 3.303 5.809
O 0.582 2.540 5.042
O -0.811 2.937 6.852
N 1.932 -0.593 -1.374
S 2.462 -0.996 -3.007
O 2.824 -2.357 -3.259
O 2.983 0.086 -3.838
F 0.928 -1.035 -3.533
S 3.347 -0.912 -0.839
O 4.456 -0.142 -1.312
O 3.606 -2.321 -0.445
F 3.081 -0.176 0.604
O 0.142 1.771 -1.863
C 0.266 2.575 -2.803
O 1.365 3.280 -3.188
C 2.544 3.286 -2.389
C 3.110 4.694 -2.231
C -0.933 2.961 -3.659
H 3.218 2.518 -2.768
H 2.418 3.029 -1.338
H 3.259 5.253 -3.154
H 4.085 4.670 -1.744
H 2.500 5.293 -1.555
H -1.773 3.358 -3.089
H -1.183 2.057 -4.213
H -0.603 3.761 -4.322
O -1.583 0.467 0.348
C -2.511 1.195 0.662
O -3.185 1.108 1.810
C -3.068 0.043 2.813
C -1.937 0.289 3.811
C -2.837 2.468 -0.093
H -3.040 -0.960 2.387
H -4.000 0.052 3.378
H -0.998 0.481 3.291
H -1.715 -0.462 4.569
H -2.222 1.183 4.366
H -3.528 2.253 -0.908
H -1.924 2.878 -0.525
H -3.174 3.245 0.593
O 0.371 -1.200 1.232
C 0.294 -1.978 2.163
O 1.021 -1.895 3.275
C 2.001 -0.989 3.444
C 2.641 -1.209 4.791
C -0.736 -2.999 2.207
H 1.687 0.055 3.413
H 2.725 -1.116 2.640
H 3.262 -2.105 4.803
H 1.901 -1.229 5.591
H 3.346 -0.395 4.957
H -0.391 -4.033 2.220
H -1.426 -2.841 1.378
H -1.289 -2.857 3.136
O -1.473 -0.560 -2.255
C -2.523 -0.363 -2.897
O -3.197 0.784 -2.898
C -4.398 1.017 -3.676
C -3.969 1.645 -4.982
C -3.188 -1.488 -3.675
H -4.921 1.776 -3.094
H -5.034 0.134 -3.743
H -4.792 1.721 -5.692
H -3.075 1.194 -5.412
H -3.790 2.696 -4.752
H -3.326 -1.147 -4.701
H -4.185 -1.730 -3.307
H -2.570 -2.374 -3.826
*
```

Computed properties:
- orbital gap (spin up / spin down) (eV) = 5.07 / 1.10
- F_max (eV Å⁻¹) = 9.3
- electronic energy (Eh) = -5185.76804
- LUMO level (spin up / spin down) (eV) = -3.644 / -7.618

---

No. 3
A cluster of 8 separate species, C24H32BNO26 in total in a non-equilibrium geometry, computed with wB97M-V/def2-TZVPD.

```
! wB97M-V def2-TZVPD RIJCOSX def2/J DEFGRID3
* xyz 0 1
C -2.955 2.523 4.633
C -3.118 1.881 3.631
N -3.271 1.016 2.513
O -3.519 1.685 1.321
B -2.328 2.127 0.663
O -2.181 1.803 -0.720
O -1.309 2.894 1.249
C -2.216 0.045 2.405
O -1.212 0.109 3.086
O -2.305 -1.053 1.551
H -2.673 2.929 5.631
H -2.057 0.830 -0.747
H -0.504 2.642 0.751
H -1.354 -1.202 1.311
C 1.414 -2.043 5.533
C 0.090 -1.336 5.515
O -0.261 -1.279 6.895
C 0.895 -1.366 7.608
O 0.976 -1.183 8.783
O 1.947 -1.687 6.805
H 2.073 -1.715 4.729
H 1.309 -3.130 5.485
H 0.164 -0.318 5.126
H -0.665 -1.877 4.944
C 2.341 3.599 2.780
C 1.466 3.256 3.951
O 0.990 1.955 3.623
C 1.884 1.404 2.762
O 1.874 0.259 2.419
O 2.794 2.322 2.339
H 3.180 4.235 3.057
H 1.785 4.077 1.969
H 2.024 3.202 4.890
H 0.638 3.954 4.072
C 2.065 -1.841 -1.539
C 1.571 -2.524 -0.298
O 0.268 -1.966 -0.131
C -0.145 -1.534 -1.352
O -1.259 -1.166 -1.592
O 0.861 -1.572 -2.257
H 2.734 -2.472 -2.123
H 2.566 -0.898 -1.326
H 1.480 -3.606 -0.421
H 2.198 -2.319 0.570
C -4.948 -0.070 -1.406
C -4.640 -1.217 -0.487
O -5.748 -2.092 -0.690
C -6.261 -1.815 -1.915
O -7.091 -2.477 -2.464
O -5.710 -0.689 -2.440
H -4.050 0.395 -1.810
H -5.560 0.699 -0.927
H -3.721 -1.739 -0.764
H -4.572 -0.910 0.554
C 3.289 0.969 -4.171
C 4.662 1.136 -4.756
O 5.501 1.120 -3.604
C 4.832 0.459 -2.625
O 5.315 0.123 -1.588
O 3.540 0.226 -2.979
H 2.615 0.426 -4.833
H 2.828 1.923 -3.902
H 4.943 0.306 -5.409
H 4.772 2.070 -5.305
C 8.475 0.169 0.382
C 8.878 0.234 -1.063
O 10.047 1.048 -1.033
C 10.571 0.953 0.220
O 11.638 1.377 0.536
O 9.717 0.311 1.064
H 7.996 -0.775 0.640
H 7.816 0.992 0.670
H 9.141 -0.746 -1.469
H 8.109 0.683 -1.690
C -8.232 -1.232 -6.178
C -8.728 -1.901 -4.929
O -10.030 -1.343 -4.765
C -10.447 -0.922 -5.989
O -11.555 -0.558 -6.236
O -9.433 -0.970 -6.898
H -7.563 -1.869 -6.756
H -7.729 -0.283 -5.973
H -8.820 -2.984 -5.043
H -8.101 -1.689 -4.064
*
```

Computed properties:
- orbital gap (eV) = 9.76
- SMILES string = C#CN(OB(O)O)C(=O)O.O=C1OCCO1.O=C1OCCO1.O=C1OCCO1.O=C1OCCO1.O=C1OCCO1.O=C1OCCO1.O=C1OCCO1
- F_max (eV Å⁻¹) = 2.9
- electronic energy (Eh) = -2969.64274
- LUMO level (eV) = -0.468

---

No. 4
A structure of composition C24H32Br5ClN3O9P2 in a non-equilibrium geometry, computed with wB97M-V/def2-TZVPD.

```
! wB97M-V def2-TZVPD RIJCOSX def2/J DEFGRID3
* xyz 1 1
C -1.817 4.954 -2.084
C -1.891 3.529 -1.734
C -0.675 2.945 -0.888
C -0.549 1.346 -0.779
P -2.011 0.879 0.341
N -2.068 1.939 1.777
O -3.544 1.192 -0.437
C 0.717 1.043 0.227
C 1.397 2.168 1.109
O 2.130 3.220 0.424
N 3.482 2.984 0.607
O 4.012 3.954 1.033
C 0.722 -0.248 1.171
C 0.257 -0.120 2.678
O -0.895 -0.527 3.004
Br 1.338 0.528 4.223
N 1.742 0.677 -0.843
C 1.227 -0.286 -1.917
Cl 2.549 -0.016 -3.176
O 1.255 -1.649 -1.539
C 2.189 -2.510 -2.142
O 2.088 -3.098 -3.255
C 3.458 -2.970 -1.264
C 4.087 -2.135 -0.121
C 5.275 -2.569 0.776
C 5.905 -3.965 0.547
C 5.314 -4.833 -0.600
C 4.113 -4.384 -1.511
C -0.231 0.466 -2.129
C -1.159 -0.741 -2.600
C -1.824 -1.768 -1.605
C -3.458 -1.681 -1.687
C -4.167 -1.897 -0.258
O -5.477 -1.240 -0.331
C -5.845 -0.684 0.916
C -6.845 0.590 0.922
O -5.492 -1.120 2.044
P -0.336 1.459 -3.806
O 0.058 0.383 -5.113
Br 1.204 3.086 -3.963
H -1.119 5.204 -2.957
H -2.485 5.696 -1.535
H -2.785 2.960 -2.149
H -0.787 3.454 0.147
H 0.281 3.462 -1.308
H -2.671 2.753 1.578
H -2.496 1.445 2.573
H -4.107 1.573 0.275
H 0.618 2.649 1.791
H 2.204 1.637 1.752
H 1.817 -0.632 1.194
H 0.132 -1.132 0.713
H 2.743 0.654 -0.592
H 1.703 1.556 -1.423
H 3.625 -1.120 0.106
H 5.619 -1.841 1.601
H 6.751 -4.278 1.241
H 5.773 -5.871 -0.743
H 3.754 -5.113 -2.309
H -2.008 -0.292 -3.255
H -0.533 -1.364 -3.353
H -1.598 -2.843 -1.976
H -1.505 -1.753 -0.512
H -3.827 -0.696 -2.130
H -3.817 -2.511 -2.411
H -3.490 -1.486 0.562
H -4.381 -3.009 -0.068
H -6.404 1.482 0.353
H -7.055 0.949 2.000
H -7.869 0.318 0.468
H -0.780 0.136 -5.587
C 3.768 -0.159 7.683
Br 2.405 -1.399 8.288
Br 4.842 -0.910 6.252
Br 3.011 1.558 7.189
H 4.436 0.017 8.524
*
```

Computed properties:
- orbital gap (eV) = 6.75
- F_max (eV Å⁻¹) = 6.3
- electronic energy (Eh) = -15787.33687
- LUMO level (eV) = -3.456

---

No. 5
A structure of composition C24H32F4HfN2O, computed with wB97M-V/def2-TZVPD.

```
! wB97M-V def2-TZVPD RIJCOSX def2/J DEFGRID3
* xyz 2 1
Hf -0.087 -0.011 0.901
C 1.546 0.610 -1.734
C 2.462 0.804 -0.531
N 2.193 -0.220 0.537
C 2.686 -1.562 0.061
C 1.875 -2.717 0.609
C 2.869 0.189 1.832
C 1.920 0.058 3.022
N 0.625 0.671 2.670
C 0.362 1.997 3.030
C 0.023 2.848 1.992
F 0.056 2.246 0.712
C -0.318 4.170 2.144
F -0.640 4.902 1.086
C -0.312 4.700 3.421
C 0.030 3.880 4.483
F 0.027 4.362 5.713
C 0.358 2.539 4.305
F 0.659 1.772 5.349
H 1.410 1.551 -2.264
H 1.917 -0.127 -2.442
H 0.522 0.273 -1.471
H 3.511 0.747 -0.830
H 2.305 1.785 -0.086
H 2.641 -1.572 -1.025
H 3.735 -1.655 0.342
H 0.860 -2.733 0.190
H 2.318 -3.665 0.303
H 1.822 -2.728 1.699
H 3.782 -0.389 1.974
H 3.154 1.236 1.730
H 1.764 -0.990 3.294
H 2.358 0.535 3.899
H -0.570 5.737 3.590
C -1.170 -1.978 2.051
C -2.465 -1.201 2.349
C -3.633 -1.867 1.621
C -2.498 0.312 2.090
C -2.941 1.160 3.123
C -3.363 2.436 2.841
C -3.399 2.894 1.518
C -2.940 2.130 0.462
C -3.081 2.611 -0.970
C -1.760 2.865 -1.696
C -3.983 1.667 -1.770
C -2.442 0.853 0.791
O -1.750 0.109 -0.149
H -1.274 -3.021 2.354
H -0.292 -1.620 2.617
H -1.004 -2.108 0.959
H -2.606 -1.305 3.426
H -3.513 -1.801 0.538
H -4.569 -1.378 1.887
H -3.710 -2.919 1.896
H -3.004 0.772 4.132
H -3.724 3.072 3.639
H -3.806 3.876 1.306
H -3.595 3.573 -0.895
H -1.205 1.937 -1.851
H -1.129 3.577 -1.165
H -1.968 3.278 -2.683
H -3.515 0.692 -1.915
H -4.177 2.091 -2.755
H -4.944 1.519 -1.278
*
```

Computed properties:
- orbital gap (eV) = 7.67
- F_max (eV Å⁻¹) = 0.5
- electronic energy (Eh) = -1565.42514
- LUMO level (eV) = -7.312

---

No. 6
A structure of composition C24H32GdIN2O4P2 in a non-equilibrium geometry, computed with wB97M-V/def2-TZVPD.

```
! wB97M-V def2-TZVPD RIJCOSX def2/J DEFGRID3
* xyz 2 8
C -0.563 -0.936 -5.493
C -0.532 0.133 -4.584
H -0.550 -0.477 -6.513
H -1.457 -1.573 -5.406
H 0.294 -1.623 -5.406
O -0.502 1.342 -4.782
I -0.654 -0.995 0.408
Gd -0.570 -0.625 -2.423
P 1.950 -0.591 -2.375
C 2.708 1.007 -1.840
C 2.437 -1.822 -1.214
H 3.463 -2.085 -1.447
H 3.733 -0.989 -3.781
H 1.788 -2.710 -1.251
H 2.294 -1.915 -4.291
H 2.281 1.276 -0.798
H 2.399 -1.451 -0.194
C 2.656 -0.945 -3.932
H 3.705 0.856 -1.754
H 2.406 -0.177 -4.669
H 2.378 1.801 -2.490
P -3.025 -0.423 -2.346
C -3.633 1.163 -1.791
C -3.775 -0.763 -3.911
H -3.007 -2.571 -1.242
H -4.648 -1.851 -1.434
H -3.519 -1.249 -0.162
C -3.605 -1.641 -1.184
H -3.470 -1.756 -4.285
H -4.858 -0.751 -3.772
H -4.726 1.098 -1.752
H -3.341 1.967 -2.492
H -3.490 -0.013 -4.665
H -3.230 1.407 -0.796
C -0.536 1.534 -2.052
O -0.437 2.680 -1.796
O -1.057 2.105 0.305
C 0.110 1.831 0.276
N 0.980 2.238 1.267
C 1.214 1.046 2.019
C 1.708 0.091 0.913
O 1.828 -0.929 1.401
N 0.663 0.641 -0.708
C 2.238 0.999 3.170
C 3.338 0.157 3.168
C 3.943 -0.340 4.340
C 3.472 0.072 5.582
C 2.453 1.014 5.627
C 1.865 1.486 4.455
C -0.320 0.541 2.839
C -0.264 -0.366 3.885
C -1.358 -0.883 4.553
C -2.665 -0.598 4.178
C -2.800 0.310 3.118
C -1.647 0.838 2.578
H 0.524 2.985 1.823
H 3.764 -0.304 2.253
H 4.738 -1.095 4.288
H 3.895 -0.364 6.490
H 2.077 1.314 6.624
H 0.968 2.146 4.581
H 0.721 -0.760 4.305
H -1.285 -1.586 5.420
H -3.552 -1.014 4.626
H -3.811 0.534 2.778
H -2.106 1.562 1.765
*
```

Computed properties:
- orbital gap (spin up / spin down) (eV) = 5.62 / 5.35
- energy above the lowest of the compared OMol25 structures with the same formula, charge and spin (eV) = 19.659
- F_max (eV Å⁻¹) = 8.7
- electronic energy (Eh) = -3089.05530
- LUMO level (spin up / spin down) (eV) = -7.662 / -8.256